Below is a structure of composition C16H19F6MoN3O5Sb at a distorted geometry, with properties calculated with wB97M-V/def2-TZVPD.

Each line ends with the natural charge from an NBO analysis.
Atoms and positions in Å:
Mo1 0.0053 -0.3736 -0.1096  1.6967
O1 2.0723 1.7444 -3.5053  -0.5966
C1 1.2726 1.3705 -2.4938  0.8185
O2 0.7305 0.2437 -2.4272  -0.5980
C2 1.1147 2.3710 -1.4534  0.0456
C3 1.5530 3.7114 -1.5347  -0.1052
C4 1.7920 4.3577 -0.3232  -0.1510
C5 1.4924 3.8466 0.9021  -0.1009
C6 0.7625 2.6024 0.8262  0.1226
N1 0.6084 1.8865 -0.2639  -0.4133
C7 0.1819 1.9372 1.9974  0.8319
O3 0.5081 2.5821 3.0952  -0.5870
O4 -0.3337 0.7654 1.9331  -0.5976
H1 2.2473 1.0434 -4.1093  0.5287
H2 1.6821 4.2538 -2.4899  0.2832
H3 2.2893 5.3536 -0.3710  0.2743
H4 1.8505 4.1886 1.8667  0.2924
H5 0.5791 1.9336 3.8182  0.5474
N2 -0.4208 -3.7941 2.2936  -0.7223
C8 -0.2549 -2.9174 1.2888  0.7421
O5 -0.9240 -1.8241 1.2091  -0.6360
C9 0.6492 -3.3721 0.2082  -0.5569
C10 0.6014 -2.4173 -0.9415  -0.5545
H6 -1.1765 -3.6150 2.9837  0.4402
H7 0.0309 -4.7065 2.2585  0.4404
H8 0.2167 -4.3256 -0.0364  0.2674
H9 1.6536 -3.3109 0.6766  0.2979
H10 -0.2000 -2.5920 -1.6535  0.2108
H11 1.5565 -2.4042 -1.5238  0.2600
C11 -1.7733 -1.1000 -3.3711  -0.6851
C12 -2.4788 -0.6118 -2.1571  0.3480
C13 -3.8950 -0.5963 -2.2173  -0.2143
C14 -4.3573 -0.3346 -0.9463  -0.2294
C15 -3.2500 -0.0630 -0.1564  0.3766
C16 -3.4614 0.2028 1.2741  -0.6910
N3 -2.0660 -0.1928 -0.8753  -0.6217
H12 -2.4992 -1.7382 -3.8574  0.2601
H13 -0.9764 -1.8491 -3.1445  0.2385
H14 -1.3431 -0.3403 -4.0488  0.2726
H15 -4.4773 -0.8506 -3.0806  0.2561
H16 -5.4064 -0.1970 -0.6512  0.2644
H17 -3.9799 1.1185 1.4244  0.2682
H18 -2.4598 0.2964 1.7465  0.2431
H19 -4.0026 -0.6277 1.7455  0.2726
F1 1.9618 -0.4337 1.1918  -0.6955
Sb1 3.6213 -0.2541 2.4010  3.1571
F2 2.3602 -0.0577 3.8179  -0.6754
F3 3.4646 -2.1586 2.5583  -0.6559
F4 3.2555 1.5899 1.9646  -0.6948
F5 4.5656 -0.5552 0.7763  -0.6478
F6 5.0572 0.2140 3.4846  -0.6267

The charge is +2. Its total energy is -56294.1635 eV. The energy relative to the best compared isomer or geometry (same formula, charge and spin) is 0.0 kJ/mol. Its expectation value of S² is 3.810. As for the spin multiplicity: 4.


Below is a structure of composition C16H19N2O9V at a distorted geometry, with properties calculated with wB97M-V/def2-TZVPD.

Each line ends with the Löwdin charge.
Atoms and positions in Å:
O1 -27.9048 -0.0116 -3.8883  -0.4047
V1 -28.7627 -0.9749 -3.0361  0.9108
O2 -29.5672 -0.1517 -1.9469  -0.4271
O3 -28.4860 -3.0129 -2.6351  -0.3447
C1 -27.4184 -3.8866 -2.3086  -0.3597
C2 -27.0088 -4.9899 -3.3077  -0.5594
O4 -27.8887 -5.9847 -3.6085  -0.4123
H1 -27.6637 -4.3583 -1.3372  0.0871
H2 -26.5693 -3.2213 -2.0642  0.0686
H3 -26.0150 -5.3907 -2.9844  0.0564
H4 -26.7530 -4.4383 -4.2542  0.0678
C3 -30.6291 0.6549 -5.3278  -0.1423
C4 -31.3646 -0.6278 -4.8926  -0.4729
O5 -30.5642 -1.4965 -4.2053  -0.3030
H5 -30.3217 1.1924 -4.4258  0.0457
H6 -31.2223 1.3246 -5.9659  0.0503
H7 -29.7155 0.4065 -5.8724  0.0562
H8 -31.7645 -1.0913 -5.8171  0.0854
H9 -32.2845 -0.3193 -4.3546  0.0853
C5 -26.9099 2.4631 2.4602  -0.1024
C6 -27.9358 2.0927 1.5935  -0.0536
C7 -27.6151 1.2388 0.5284  0.0303
C8 -26.3613 0.6511 0.4710  -0.1319
C9 -25.3793 0.9841 1.3874  -0.0140
C10 -25.6578 1.8778 2.4060  -0.0909
N1 -26.1137 -0.4069 -0.4956  -0.3238
O6 -26.9534 -0.4878 -1.3546  0.0432
O7 -25.1448 -1.1169 -0.3842  0.1018
H10 -27.1640 3.2469 3.1673  0.0958
H11 -28.9480 2.4610 1.6464  0.1030
H12 -28.3267 1.0071 -0.2610  0.1039
H13 -24.4179 0.4871 1.3548  0.1151
H14 -24.8993 2.1590 3.1229  0.0974
C11 -27.1325 2.9397 -5.0256  -0.0459
C12 -27.0342 4.2738 -4.5938  -0.0614
C13 -25.7752 4.7952 -4.4620  -0.0411
C14 -24.6142 4.0843 -4.7427  -0.1675
C15 -24.7472 2.7503 -5.0597  -0.0035
C16 -26.0064 2.1454 -5.1497  -0.0464
N2 -23.3155 4.7428 -4.7703  -0.3677
O8 -22.4568 4.3495 -5.5231  0.0777
O9 -23.1847 5.6935 -4.0190  0.0534
H15 -28.1225 2.4983 -5.0756  0.0982
H16 -27.9219 4.8612 -4.4215  0.1037
H17 -25.7088 5.8060 -4.0648  0.1126
H18 -23.9152 2.0649 -5.1776  0.1207
H19 -26.0827 1.1003 -5.4062  0.1060

The charge is -2. Its total energy is -63988.0133 eV. The energy relative to the best compared isomer or geometry (same formula, charge and spin) is 98.0 kJ/mol.


Below is a structure of composition C16H19N3OPd at a distorted geometry, with properties calculated with wB97M-V/def2-TZVPD.

Each line ends with the natural charge from an NBO analysis.
Atoms and positions in Å:
Pd1 0.1202 0.0979 -0.6004  0.6835
C1 -2.4288 0.7906 -4.4202  -0.2254
C2 -3.2950 -0.2905 -4.3398  -0.1139
C3 -3.2557 -1.1087 -3.2247  -0.2073
C4 -2.3645 -0.8213 -2.1896  0.1704
N1 -1.5172 0.2156 -2.3085  -0.4575
C5 -1.5307 0.9903 -3.3834  0.0522
C6 -2.3129 -1.5749 -0.9260  -0.0618
C7 -3.2965 -2.4928 -0.5500  -0.1663
C8 -3.2094 -3.1689 0.6546  -0.1827
C9 -2.1567 -2.9400 1.5257  -0.1623
C10 -1.1684 -2.0249 1.1758  -0.2939
C11 -1.2658 -1.3416 -0.0202  0.0478
H1 -2.4397 1.4553 -5.2666  0.2521
H2 -3.9858 -0.4970 -5.1417  0.2489
H3 -3.9016 -1.9662 -3.1645  0.2394
H4 -0.8056 1.7962 -3.4222  0.2175
H5 -4.1355 -2.6779 -1.1995  0.2353
H6 -3.9591 -3.8998 0.9109  0.2461
H7 -2.0863 -3.4661 2.4658  0.2438
H8 -0.3392 -1.8585 1.8569  0.2194
N2 3.7908 2.1612 2.5827  -0.4931
C12 2.4337 2.7128 2.8420  -0.2519
C13 1.5118 2.3625 1.6659  -0.2554
N3 1.4456 0.9219 1.4182  -0.6443
C14 2.7874 0.3552 1.2505  -0.2613
C15 3.7227 0.6844 2.4203  -0.2539
H9 4.4349 2.4142 3.3410  0.4577
H10 4.1654 2.5766 1.7175  0.4396
H11 2.4891 3.7956 2.9681  0.2600
H12 2.0594 2.2760 3.7722  0.2356
H13 1.8600 2.8598 0.7529  0.2154
H14 0.5122 2.7372 1.8967  0.2581
H15 0.9784 0.4644 2.2071  0.3910
H16 3.2109 0.7454 0.3171  0.2175
H17 2.7120 -0.7328 1.1568  0.2542
H18 4.7183 0.2823 2.2273  0.2594
H19 3.3508 0.2549 3.3543  0.2348
O1 1.6813 -1.4878 -2.5014  -0.3904
C16 1.4698 -0.6005 -1.8213  0.3416

The charge is +2. Its total energy is -26881.5328 eV. The energy relative to the best compared isomer or geometry (same formula, charge and spin) is 137.9 kJ/mol.


Below is a structure of composition C16H19N5O2PdS at a distorted geometry, with properties calculated with wB97M-V/def2-TZVPD.

Each line ends with the natural charge from an NBO analysis.
Atoms and positions in Å:
Pd1 0.0000 0.0000 0.0000  0.9200
N1 -2.1333 0.0815 3.5491  -0.5433
C1 -2.1475 1.4786 3.3236  0.1273
C2 -2.7158 2.4905 4.0925  -0.2339
C3 -2.5789 3.8142 3.6278  -0.2134
C4 -1.8866 4.0885 2.4225  -0.2397
C5 -1.3222 3.0428 1.6661  -0.1401
C6 -1.4774 1.7562 2.1547  0.0627
N2 -1.0265 0.6549 1.5979  -0.4728
C7 -1.4088 -0.3929 2.4234  0.3253
C8 -1.0286 -1.7521 2.0306  0.0388
C9 -1.2426 -2.9264 2.5975  -0.3520
S1 -0.5059 -4.2447 1.6020  0.2998
C10 0.0397 -2.9550 0.4606  0.0045
N3 -0.2492 -1.8455 0.7453  -0.4168
H1 -2.5433 -0.4507 4.3289  0.4334
H2 -3.2421 2.2687 5.0114  0.2159
H3 -3.0070 4.6286 4.1977  0.2162
H4 -1.7904 5.1104 2.0796  0.2112
H5 -0.7904 3.2362 0.7433  0.2143
H6 -1.7814 -3.0727 3.5237  0.2406
H7 0.5987 -3.1220 -0.4435  0.2680
O1 0.8117 -0.5651 -1.2552  -1.0704
C11 -1.7281 2.7229 -2.3635  -0.4110
N4 -0.5143 3.4585 -2.0560  -0.4473
C12 -0.4938 4.8629 -2.4232  -0.2026
C13 0.9160 5.4021 -2.4632  -0.4151
C14 1.5426 5.1113 -1.1205  -0.2026
N5 1.4626 3.6992 -0.7931  -0.4481
C15 2.3572 3.2201 0.2456  -0.4112
C16 0.3717 2.9110 -1.1368  0.8292
O2 0.2094 1.7847 -0.6681  -0.6770
H8 -1.9955 2.8879 -3.4113  0.1982
H9 -2.5314 3.0875 -1.7163  0.1826
H10 -1.6019 1.6488 -2.2023  0.2566
H11 -1.1040 5.4082 -1.6936  0.1782
H12 -0.9560 4.9783 -3.4097  0.2087
H13 0.9166 6.4772 -2.6691  0.2221
H14 1.4856 4.9067 -3.2591  0.2196
H15 1.0399 5.6688 -0.3215  0.1781
H16 2.5958 5.4124 -1.1371  0.2087
H17 3.3780 3.5431 0.0214  0.1984
H18 2.3461 2.1290 0.3172  0.2554
H19 2.0390 3.6423 1.2035  0.1833

Its total energy is -42756.0305 eV. The energy relative to the best compared isomer or geometry (same formula, charge and spin) is 525.4 kJ/mol.


Below is a structure of composition C16H19NO2Sn at a distorted geometry, with properties calculated with wB97M-V/def2-TZVPD.

Each line ends with the natural charge from an NBO analysis.
Atoms and positions in Å:
Sn1 -0.5601 0.7376 -0.8819  1.2513
C1 0.0250 -1.5725 0.1275  -0.1264
C2 1.1310 -0.8961 -0.4845  -0.2327
C3 0.9703 -1.0518 -1.9082  -0.1270
C4 -0.1830 -1.8191 -2.1260  -0.0952
C5 -0.7775 -2.1200 -0.8866  -0.0193
C6 -2.0005 -2.9354 -0.6799  -0.6478
C7 -0.6275 -2.2453 -3.5004  -0.6349
C8 1.9864 -0.6302 -2.9515  -0.6418
C9 2.3800 -0.4435 0.2363  -0.6322
C10 -0.1578 -1.7721 1.6012  -0.6383
H1 -1.7915 -3.9919 -0.5568  0.2148
H2 -2.6903 -2.8428 -1.5008  0.2159
H3 -2.4968 -2.6195 0.2309  0.2086
H4 0.0303 -3.0421 -3.8536  0.2161
H5 -0.5439 -1.4076 -4.1936  0.2178
H6 -1.6518 -2.5868 -3.5347  0.2163
H7 2.0580 -1.3604 -3.7639  0.2219
H8 3.0009 -0.5848 -2.5007  0.2189
H9 1.8361 0.3658 -3.3884  0.2240
H10 3.0554 -1.3011 0.3981  0.2177
H11 2.1237 0.0070 1.2096  0.2178
H12 2.9633 0.2780 -0.3617  0.2302
H13 0.3998 -2.6218 1.9765  0.2212
H14 -1.2103 -1.9380 1.8507  0.2111
H15 0.1793 -0.9121 2.1574  0.2115
O1 0.8567 4.6474 -0.1673  -0.6095
C11 0.4630 3.5167 -0.0250  0.7512
O2 0.6395 2.5505 -0.8543  -0.8275
C12 -0.2497 3.1511 1.2790  0.0954
C13 -0.3410 4.0595 2.3146  -0.2028
C14 -0.9471 3.6532 3.5032  -0.1508
C15 -1.4154 2.3646 3.6468  -0.2526
C16 -1.2507 1.5206 2.5726  0.0452
N1 -0.7018 1.9038 1.4150  -0.4810
H16 0.0454 5.0797 2.1941  0.2561
H17 -1.0738 4.3678 4.3061  0.2226
H18 -1.8598 1.9884 4.5589  0.2304
H19 -1.6141 0.5034 2.5411  0.2036

Its total energy is -28317.7906 eV.


Below is an isolated molecule of C16H19NOS, with properties calculated with wB97M-V/def2-TZVPD.

Each line ends with the natural charge from an NBO analysis.
Atoms and positions in Å:
C1 4.3690 1.0568 0.8347  -0.5991
C2 3.8071 1.7563 -0.4050  -0.2139
C3 4.7982 1.6721 -1.5679  -0.5992
C4 2.4702 1.1756 -0.7955  -0.0578
C5 2.3359 -0.1592 -1.1638  -0.1959
C6 1.1125 -0.6808 -1.5220  -0.2418
C7 -0.0383 0.1140 -1.5346  0.1487
N1 -1.2238 -0.4339 -1.9814  -0.5958
C8 -2.5092 0.1268 -1.6588  -0.2068
C9 -2.8705 0.0052 -0.1689  -0.5364
C10 -3.0395 -1.4395 0.2503  0.5649
O1 -2.8075 -2.3753 -0.4874  -0.5590
C11 -3.5030 -1.6523 1.6180  -0.3403
C12 -3.7302 -2.8677 2.2168  -0.1666
C13 -4.1769 -2.7537 3.5427  -0.2662
C14 -4.2855 -1.4561 3.9440  -0.3859
S1 -3.8471 -0.3503 2.7143  0.4594
C15 0.0938 1.4517 -1.1599  -0.2409
C16 1.3276 1.9620 -0.8012  -0.2046
H1 3.6643 1.1269 1.6608  0.2106
H2 5.3063 1.5191 1.1381  0.2039
H3 4.5551 0.0050 0.6323  0.1998
H4 3.6592 2.8147 -0.1604  0.1963
H5 5.0035 0.6358 -1.8246  0.1998
H6 4.3920 2.1682 -2.4468  0.2117
H7 5.7375 2.1524 -1.3009  0.2038
H8 3.2004 -0.8071 -1.1691  0.2071
H9 1.0303 -1.7218 -1.8031  0.2049
H10 -1.2305 -1.4451 -1.9816  0.3979
H11 -3.2559 -0.4097 -2.2498  0.2154
H12 -2.5307 1.1781 -1.9560  0.1992
H13 -2.0729 0.4428 0.4385  0.2440
H14 -3.7917 0.5506 0.0467  0.2314
H15 -3.5750 -3.7975 1.7003  0.2406
H16 -4.4087 -3.5928 4.1735  0.2294
H17 -4.6009 -1.0824 4.8985  0.2393
H18 -0.7633 2.1077 -1.1532  0.1972
H19 1.3981 3.0035 -0.5174  0.2047

Its total energy is -31273.4351 eV. The energy relative to the best compared isomer or geometry (same formula, charge and spin) is 58.2 kJ/mol.